# 1
Formula: C5H11N2
Source: the OMol25 dataset
Level of theory: wB97M-V/def2-TZVPD

ORCA input file:
```
! wB97M-V def2-TZVPD RIJCOSX def2/J DEFGRID3
* xyz 1 1
C 0.833 -1.357 0.003
C -1.856 0.036 -0.313
C -3.302 -0.232 -0.054
C 2.997 -0.620 -0.269
C 1.193 1.091 0.125
N -0.929 -0.840 0.031
N 1.572 -0.308 -0.030
H -1.478 0.842 -0.818
H -3.708 0.666 0.356
H -3.452 -1.105 0.758
H -3.900 -0.379 -1.058
H 3.332 -1.570 0.303
H 3.110 -1.011 -1.334
H 3.643 0.155 -0.044
H 0.202 0.905 0.557
H 1.956 1.454 0.759
H 1.350 1.577 -0.765
H -1.251 -1.665 0.540
*
```

Computed properties:
ΔE to the lowest compared entry with this formula, charge and spin in kJ/mol: 418.2
LUMO level in eV: -4.31
Max |F| in eV/A: 4.99
HOMO level in eV: -14.5

***

# 2
Formula: C33H45Cl3N3O3PdSSe2Si2
Source: the OMol25 dataset
Level of theory: wB97M-V/def2-TZVPD

ORCA input file:
```
! wB97M-V def2-TZVPD RIJCOSX def2/J DEFGRID3
* xyz -1 1
Pd 1.643 0.098 -1.711
O 1.916 4.221 -3.017
C 0.802 3.542 -2.436
C 0.782 3.626 -0.905
C 0.418 5.064 -0.502
O 1.292 6.052 -1.023
C 2.129 3.270 -0.257
Se 3.207 1.906 -1.164
C -0.349 2.727 -0.397
Se 0.018 0.816 -0.073
H 2.682 3.652 -2.811
H 0.797 2.493 -2.744
H -0.098 4.020 -2.832
H 0.441 5.150 0.590
H -0.614 5.265 -0.827
H 1.666 5.694 -1.845
H 1.943 2.935 0.765
H 2.758 4.159 -0.212
H -1.202 2.799 -1.077
H -0.687 3.101 0.575
C -1.251 0.401 -3.803
Si -1.014 -1.364 -3.204
C -1.432 -2.466 -4.690
C -2.319 -1.732 -1.905
C 0.701 -1.654 -2.563
C 1.781 -1.666 -3.580
C 1.960 -2.451 -4.724
C 3.111 -2.287 -5.472
C 4.063 -1.343 -5.098
C 3.821 -0.581 -3.971
N 2.721 -0.759 -3.250
Si 1.004 -3.048 -1.359
C 2.843 -3.239 -1.046
C 0.404 -4.693 -2.089
C 0.108 -2.862 0.275
H -2.195 0.513 -4.343
H -0.438 0.700 -4.470
H -1.248 1.082 -2.950
H -2.490 -2.357 -4.947
H -1.247 -3.523 -4.481
H -0.852 -2.186 -5.574
H -3.302 -1.431 -2.278
H -2.106 -1.171 -0.994
H -2.365 -2.796 -1.661
H 1.209 -3.180 -4.995
H 3.273 -2.898 -6.352
H 4.970 -1.200 -5.668
H 4.503 0.187 -3.627
H 3.402 -3.376 -1.976
H 3.021 -4.110 -0.410
H 3.243 -2.369 -0.522
H 0.899 -4.915 -3.039
H -0.675 -4.684 -2.267
H 0.622 -5.517 -1.403
H 0.269 -1.885 0.732
H 0.487 -3.618 0.970
H -0.966 -3.019 0.150
Cl -3.641 5.051 4.791
C -2.734 3.577 4.612
C -2.279 3.202 3.356
C -1.581 2.017 3.229
C -1.339 1.191 4.326
C -0.588 -0.108 4.095
C 0.906 0.223 4.062
N 1.736 -0.881 3.653
C 1.969 -2.058 4.319
C 2.759 -2.801 3.485
N 3.005 -2.109 2.325
C 2.367 -0.974 2.456
O -0.909 -0.703 2.861
C -2.140 -1.409 2.815
C -3.331 -0.511 2.631
C -4.240 -0.190 3.590
Cl -4.273 -0.759 5.214
S -5.408 0.950 3.063
C -4.687 1.006 1.506
C -3.607 0.192 1.417
C -1.772 1.624 5.569
Cl -1.420 0.695 7.004
C -2.478 2.808 5.729
H -2.476 3.826 2.496
H -1.222 1.691 2.258
H -0.798 -0.815 4.907
H 1.203 0.591 5.047
H 1.069 1.021 3.335
H 1.572 -2.246 5.302
H 3.159 -3.787 3.654
H 2.310 -0.186 1.717
H -2.258 -2.020 3.716
H -2.042 -2.073 1.955
H -5.101 1.647 0.744
H -2.973 0.108 0.543
H -2.819 3.116 6.707
*
```

Computed properties:
ΔE to the lowest compared entry with this formula, charge and spin in kJ/mol: 0.0
LUMO level in eV: 2.05
Max |F| in eV/A: 0.21
HOMO level in eV: -4.4

***

# 3
Formula: C66H67N3O6S2
Source: the OMol25 dataset
Level of theory: wB97M-V/def2-TZVPD

ORCA input file:
```
! wB97M-V def2-TZVPD RIJCOSX def2/J DEFGRID3
* xyz 0 1
C 4.482 -0.006 2.013
C 5.948 -0.721 1.846
C 5.957 -2.273 2.287
C 5.873 -3.330 1.064
C 5.026 -2.684 -0.140
C 4.449 -3.748 -1.210
C 3.424 -2.897 -2.171
C 1.893 -3.285 -1.850
N 0.944 -2.126 -1.791
C -0.414 -2.734 -2.136
C -1.113 -3.474 -0.886
C -2.676 -2.981 -0.891
C -3.588 -3.741 0.195
C -4.735 -2.681 0.684
C -5.370 -1.831 -0.540
C -6.748 -1.055 -0.131
C -6.661 0.474 -0.702
C 1.178 -1.150 -2.899
S 1.287 -1.527 -4.525
S 1.347 0.646 -2.350
C 3.133 1.160 -2.491
C 3.330 2.774 -2.391
C 2.949 3.208 -0.873
C 1.791 4.366 -0.820
C 0.513 3.910 -1.706
N -0.454 3.765 -2.423
C 1.262 4.364 0.725
C 0.792 5.880 1.073
N 0.241 6.791 1.664
H 3.769 -0.653 2.664
H 4.588 1.070 2.418
H 3.982 0.002 0.962
H 6.625 -0.167 2.612
H 6.422 -0.514 0.818
H 6.960 -2.465 2.835
H 5.061 -2.453 2.980
H 5.395 -4.301 1.444
H 6.966 -3.492 0.701
H 5.736 -1.985 -0.732
H 4.116 -2.055 0.206
H 5.285 -4.240 -1.841
H 3.874 -4.605 -0.691
H 3.646 -3.281 -3.242
H 3.688 -1.794 -2.022
H 1.573 -4.132 -2.558
H 1.894 -3.754 -0.785
H -1.085 -1.815 -2.384
H -0.382 -3.357 -3.104
H -0.608 -3.294 0.125
H -1.163 -4.604 -1.149
H -2.634 -1.841 -0.777
H -3.108 -3.237 -1.934
H -3.012 -4.214 1.065
H -4.178 -4.603 -0.314
H -4.196 -1.915 1.361
H -5.546 -3.255 1.266
H -4.612 -0.982 -0.776
H -5.471 -2.438 -1.517
H -6.805 -1.040 1.011
H -7.594 -1.625 -0.649
H -5.708 0.995 -0.290
H -7.600 1.076 -0.383
H -6.553 0.465 -1.858
H 3.514 0.774 -3.511
H 3.736 0.676 -1.634
H 2.749 3.343 -3.198
H 4.455 3.007 -2.515
H 3.884 3.583 -0.302
H 2.507 2.317 -0.283
H 2.204 5.379 -1.154
H 2.185 4.151 1.376
H 0.418 3.602 0.858
O 7.307 4.254 -2.272
C 8.175 4.909 -2.826
C 9.392 4.252 -3.352
C 9.537 2.868 -3.231
C 10.659 2.238 -3.758
C 11.639 2.985 -4.408
C 11.506 4.365 -4.515
C 10.385 5.003 -3.982
C 10.262 6.474 -4.085
O 11.155 7.135 -4.586
C 9.036 7.129 -3.577
C 8.891 8.512 -3.701
C 7.729 9.132 -3.256
C 6.707 8.375 -2.688
C 6.853 6.998 -2.550
C 8.022 6.372 -2.990
H 8.774 2.280 -2.730
H 10.768 1.162 -3.666
H 12.509 2.491 -4.830
H 12.276 4.943 -5.018
H 9.682 9.107 -4.147
H 7.616 10.207 -3.357
H 5.795 8.859 -2.350
H 6.054 6.414 -2.103
O -1.725 -11.432 3.955
C -2.443 -10.573 3.471
C -1.854 -9.395 2.797
C -0.466 -9.279 2.696
C 0.095 -8.195 2.029
C -0.727 -7.224 1.459
C -2.109 -7.328 1.573
C -2.675 -8.410 2.247
C -4.147 -8.502 2.378
O -4.862 -7.614 1.946
C -4.736 -9.690 3.035
C -6.124 -9.805 3.133
C -6.689 -10.933 3.718
C -5.870 -11.949 4.208
C -4.486 -11.831 4.125
C -3.916 -10.697 3.542
H 0.180 -10.035 3.133
H 1.174 -8.108 1.948
H -0.289 -6.384 0.928
H -2.744 -6.565 1.131
H -6.768 -9.019 2.749
H -7.768 -11.023 3.790
H -6.312 -12.834 4.656
H -3.855 -12.625 4.511
O -7.498 3.586 1.647
C -7.887 4.719 1.874
C -7.166 5.886 1.318
C -6.044 5.684 0.512
C -5.384 6.774 -0.046
C -5.842 8.067 0.197
C -6.949 8.273 1.014
C -7.610 7.182 1.581
C -8.776 7.412 2.463
O -9.130 8.546 2.737
C -9.509 6.245 3.002
C -10.632 6.447 3.807
C -11.347 5.357 4.291
C -10.944 4.062 3.973
C -9.817 3.856 3.184
C -9.093 4.948 2.701
H -5.686 4.679 0.314
H -4.515 6.615 -0.677
H -5.334 8.917 -0.250
H -7.298 9.283 1.203
H -10.954 7.455 4.054
H -12.222 5.517 4.912
H -11.508 3.211 4.343
H -9.507 2.843 2.943
*
```

Computed properties:
LUMO level in eV: -1.28
Max |F| in eV/A: 6.83
HOMO level in eV: -8.6
SMILES string: CCCCCCCCN(CCCCCCCC)C(=S)SCCC[C@@H](C#N)CC#N.O=C1c2ccccc2C(=O)c2ccccc21.O=C1c2ccccc2C(=O)c2ccccc21.O=C1c2ccccc2C(=O)c2ccccc21

***

# 4
Formula: F2NOP
Source: the OMol25 dataset
Level of theory: wB97M-V/def2-TZVPD

ORCA input file:
```
! wB97M-V def2-TZVPD RIJCOSX def2/J DEFGRID3
* xyz 0 1
O 1.344 -0.303 -1.177
N 0.232 -0.124 -0.820
P -0.318 -0.550 0.713
F -1.835 -0.123 0.383
F 0.577 1.100 0.900
*
```

Computed properties:
ΔE to the lowest compared entry with this formula, charge and spin in kJ/mol: 123.7
LUMO level (spin up / spin down) in eV: -1.67 / -1.52
Max |F| in eV/A: 4.05
HOMO level (spin up / spin down) in eV: -9.6 / -9.5
SMILES string: O=NP(F)F

***

# 5
Formula: C23H25BN9Sc
Source: the OMol25 dataset
Level of theory: wB97M-V/def2-TZVPD

ORCA input file:
```
! wB97M-V def2-TZVPD RIJCOSX def2/J DEFGRID3
* xyz 3 2
Sc -0.191 -0.886 -0.878
C 2.373 -2.854 -2.746
C 2.822 -1.862 -1.724
C 4.106 -1.576 -1.276
C 3.949 -0.593 -0.324
N 2.645 -0.284 -0.206
N 1.940 -1.083 -1.072
B 1.931 0.714 0.751
N 1.056 -0.079 1.747
C 1.009 -0.202 3.081
C 0.016 -1.100 3.422
C -0.542 -1.516 2.227
C -1.656 -2.481 2.002
N 0.088 -0.896 1.202
N 1.014 1.683 -0.057
C 0.926 3.020 -0.059
C -0.049 3.415 -0.952
C -0.564 2.243 -1.484
C -1.643 2.078 -2.499
N 0.080 1.190 -0.931
N 3.050 1.589 1.406
C 3.969 2.403 0.667
C 4.795 2.994 1.553
C 4.381 2.532 2.824
C 4.893 2.816 4.158
N 3.284 1.652 2.662
H 3.229 -3.367 -3.176
H 1.732 -3.620 -2.304
H 1.842 -2.369 -3.567
H 5.026 -2.032 -1.599
H 4.703 -0.116 0.283
H 1.684 0.348 3.713
H -0.262 -1.414 4.414
H -1.887 -3.004 2.926
H -2.562 -1.966 1.679
H -1.396 -3.239 1.260
H 1.548 3.630 0.578
H -0.350 4.422 -1.185
H -1.899 3.043 -2.929
H -1.330 1.429 -3.319
H -2.547 1.666 -2.051
H 3.914 2.453 -0.410
H 5.607 3.673 1.349
H 5.733 3.504 4.144
H 4.086 3.218 4.783
H 5.184 1.876 4.644
N -2.291 -1.150 -1.183
C -3.430 -1.297 -1.356
C -4.809 -1.481 -1.574
C -5.714 -0.516 -1.103
C -7.058 -0.708 -1.335
C -7.485 -1.844 -2.022
C -6.582 -2.797 -2.488
C -5.233 -2.626 -2.269
H -5.363 0.357 -0.569
H -7.777 0.019 -0.985
H -8.543 -1.989 -2.195
H -6.935 -3.668 -3.020
H -4.516 -3.353 -2.626
*
```

Computed properties:
LUMO level (spin up / spin down) in eV: -9.21 / -11.82
Max |F| in eV/A: 0.43
HOMO level (spin up / spin down) in eV: -17.2 / -17.2
<S²>: 0.756

***

Number 3 is which compound?
C66H67N3O6S2

***

What did the first record say?
Formula: C5H11N2
Source: the OMol25 dataset
Level of theory: wB97M-V/def2-TZVPD

ORCA input file:
```
! wB97M-V def2-TZVPD RIJCOSX def2/J DEFGRID3
* xyz 1 1
C 0.833 -1.357 0.003
C -1.856 0.036 -0.313
C -3.302 -0.232 -0.054
C 2.997 -0.620 -0.269
C 1.193 1.091 0.125
N -0.929 -0.840 0.031
N 1.572 -0.308 -0.030
H -1.478 0.842 -0.818
H -3.708 0.666 0.356
H -3.452 -1.105 0.758
H -3.900 -0.379 -1.058
H 3.332 -1.570 0.303
H 3.110 -1.011 -1.334
H 3.643 0.155 -0.044
H 0.202 0.905 0.557
H 1.956 1.454 0.759
H 1.350 1.577 -0.765
H -1.251 -1.665 0.540
*
```

Computed properties:
ΔE to the lowest compared entry with this formula, charge and spin in kJ/mol: 418.2
LUMO level in eV: -4.31
Max |F| in eV/A: 4.99
HOMO level in eV: -14.5

***

What did the first record say?
Formula: C5H11N2
Source: the OMol25 dataset
Level of theory: wB97M-V/def2-TZVPD

ORCA input file:
```
! wB97M-V def2-TZVPD RIJCOSX def2/J DEFGRID3
* xyz 1 1
C 0.833 -1.357 0.003
C -1.856 0.036 -0.313
C -3.302 -0.232 -0.054
C 2.997 -0.620 -0.269
C 1.193 1.091 0.125
N -0.929 -0.840 0.031
N 1.572 -0.308 -0.030
H -1.478 0.842 -0.818
H -3.708 0.666 0.356
H -3.452 -1.105 0.758
H -3.900 -0.379 -1.058
H 3.332 -1.570 0.303
H 3.110 -1.011 -1.334
H 3.643 0.155 -0.044
H 0.202 0.905 0.557
H 1.956 1.454 0.759
H 1.350 1.577 -0.765
H -1.251 -1.665 0.540
*
```

Computed properties:
ΔE to the lowest compared entry with this formula, charge and spin in kJ/mol: 418.2
LUMO level in eV: -4.31
Max |F| in eV/A: 4.99
HOMO level in eV: -14.5